(1)
{"formula": "C31H33BrCl2N7O5V", "method": "ωB97M-V/def2-TZVPD", "species": ["V", "O", "C", "C", "C", "C", "C", "C", "N", "H", "H", "H", "H", "H", "H", "H", "Cl", "C", "C", "C", "Cl", "C", "O", "C", "C", "O", "C", "H", "H", "H", "N", "C", "C", "C", "C", "N", "C", "N", "N", "C", "O", "O", "H", "H", "H", "H", "H", "H", "H", "H", "H", "H", "H", "H", "H", "H", "Br", "C", "C", "C", "C", "C", "C", "N", "C", "C", "C", "C", "C", "C", "N", "H", "H", "H", "H", "H", "H", "H", "H", "H"], "xyz": [[-0.6866, -0.4164, -1.0509], [-2.8929, -0.2126, -2.4679], [-2.9762, 1.0127, -3.1613], [-1.6513, 1.7268, -3.2823], [-1.6018, 2.9147, -4.0045], [-0.4031, 3.5853, -4.1219], [0.7210, 3.0401, -3.5143], [0.5907, 1.8606, -2.8129], [-0.5794, 1.2073, -2.6882], [-2.6034, -0.8986, -3.0806], [-3.6627, 1.6539, -2.6067], [-3.3983, 0.8731, -4.1610], [-2.5049, 3.2923, -4.4670], [-0.3416, 4.5110, -4.6786], [1.6868, 3.5206, -3.5800], [1.4354, 1.3969, -2.3245], [-3.1908, 5.3495, 3.4537], [-2.5566, 4.0715, 2.4709], [-3.4163, 3.3148, 1.6810], [-2.9271, 2.3038, 0.8854], [-4.0428, 1.3938, -0.0680], [-1.5491, 1.9856, 0.8244], [-1.0983, 1.0572, 0.0460], [-0.7043, 2.7509, 1.6731], [0.7168, 2.5127, 1.8379], [1.3909, 1.6025, 1.3797], [-1.2159, 3.7898, 2.4669], [-4.4789, 3.5159, 1.6870], [1.2095, 3.2847, 2.4596], [-0.5432, 4.3639, 3.0919], [0.9558, -2.5856, 0.4303], [1.9992, -1.6130, 0.7170], [3.2836, -2.1624, 1.3580], [3.4602, -1.7249, 2.8091], [3.7335, -0.2299, 2.9552], [5.0079, 0.1367, 2.3338], [5.1943, 0.9321, 1.2870], [6.3889, 0.9152, 0.6788], [4.2757, 1.7965, 0.8745], [2.2725, -0.7530, -0.5253], [3.3966, -0.3320, -0.7606], [1.2448, -0.4672, -1.2500], [0.5491, -2.9608, 1.2781], [1.3108, -3.3610, -0.1172], [1.5493, -0.8813, 1.4012], [4.1457, -1.8368, 0.7728], [3.2612, -3.2516, 1.3079], [4.2801, -2.2798, 3.2754], [2.5682, -1.9610, 3.3963], [3.7714, 0.0580, 4.0055], [2.9397, 0.3550, 2.4922], [5.8110, -0.3878, 2.6429], [7.0461, 0.1756, 0.8461], [6.5811, 1.5448, -0.0794], [3.3103, 1.6910, 1.1799], [4.3327, 2.0474, -0.1008], [-4.1219, -0.4768, 5.5245], [-3.4337, -0.8849, 3.8121], [-4.2524, -1.4791, 2.8662], [-3.7498, -1.7596, 1.6054], [-2.4295, -1.4544, 1.2879], [-1.6198, -0.8623, 2.2541], [-2.1163, -0.5743, 3.5138], [-1.8872, -1.6955, 0.0046], [-2.2437, -2.7932, -0.6437], [-1.7138, -2.9948, -1.9378], [-1.9734, -4.1263, -2.7374], [-1.4008, -4.2192, -3.9755], [-0.5543, -3.1856, -4.4274], [-0.3399, -2.1063, -3.6136], [-0.9104, -1.9859, -2.3959], [-5.2833, -1.7011, 3.1045], [-4.4061, -2.1734, 0.8507], [-0.5978, -0.6067, 2.0013], [-1.4874, -0.1065, 4.2592], [-2.8963, -3.5329, -0.1927], [-2.6217, -4.9036, -2.3551], [-1.5908, -5.0795, -4.6030], [-0.0742, -3.2367, -5.3935], [0.3095, -1.2896, -3.9038]], "homo_lumo_gap_ev": [6.0982, 7.5836], "multiplicity": 4, "total_charge": 1, "total_energy_ha": -6398.97640, "max_force_ha_per_bohr": 0.0152, "de_lowest_kj_mol": 130.07}


(2)
{"formula": "C5H30NO11", "method": "ωB97M-V/def2-TZVPD", "species": ["O", "C", "C", "C", "C", "C", "N", "H", "H", "H", "H", "H", "H", "H", "H", "H", "H", "H", "H", "O", "H", "H", "O", "H", "H", "O", "H", "H", "O", "H", "H", "O", "H", "H", "O", "H", "H", "O", "H", "H", "O", "H", "H", "O", "H", "H", "O"], "xyz": [[3.0775, -0.8656, 2.4541], [3.4112, -1.4999, 1.3663], [2.3688, -1.9325, 0.3616], [1.7260, -0.8030, -0.4854], [0.1992, -0.9770, -0.4342], [-1.9002, 0.4302, -0.5589], [-0.3562, 0.4704, -0.4823], [4.4791, -1.7519, 1.2674], [3.0035, -2.5912, -0.2582], [1.6620, -2.5577, 0.9301], [2.0674, 0.1154, -0.0316], [2.0207, -0.9223, -1.5288], [-0.1464, -1.5448, -1.2850], [-0.1272, -1.4325, 0.4870], [-2.1965, 0.7032, -1.5681], [-2.4233, 1.0589, 0.1547], [0.0274, 0.9880, 0.3436], [-0.1302, 0.7845, -1.4245], [0.4580, -0.1133, -4.5620], [0.1659, -0.4021, -3.6898], [-0.0961, -1.3207, -3.8482], [-3.6602, -1.1630, -2.2209], [-3.8053, -0.9430, -3.1459], [0.4262, -3.7767, 2.6788], [0.2137, -3.0451, 3.9344], [-0.0920, -3.0345, 3.0152], [1.0989, 1.5276, 2.4010], [2.0439, 1.7017, 1.1625], [1.1570, 1.8742, 1.5053], [-1.0200, 3.4374, -0.4030], [-1.1401, 3.6498, -1.8435], [-1.1888, 2.9312, -1.2043], [-3.7601, -2.1770, 1.9724], [-2.1901, -2.3851, 2.4448], [-2.8578, -1.8703, 1.9840], [1.8216, 1.8756, -2.8933], [0.8877, 2.3976, -3.9237], [1.0577, 2.4658, -2.9780], [-0.1977, -1.0213, 2.6790], [1.3228, -0.8018, 2.7082], [0.4552, -0.3195, 2.5584], [-3.8442, 0.0083, -3.2758], [-2.4248, -1.3121, 0.3865], [-2.3360, -0.8949, -0.4957], [0.6093, 3.4017, 0.8581], [0.7365, 4.7747, 1.4306], [0.2760, 4.3206, 0.7185]], "homo_lumo_gap_ev": [3.4376, 6.9143], "multiplicity": 2, "total_energy_ha": -1090.76183, "max_force_ha_per_bohr": 0.0571, "de_lowest_kj_mol": 82.85}


(3)
{"formula": "C2H2N3S3", "method": "ωB97M-V/def2-TZVPD", "species": ["C", "C", "N", "N", "N", "S", "S", "S", "H", "H"], "xyz": [[-0.4490, 1.2707, 0.3665], [-0.9787, -0.3167, -0.9886], [0.7097, 0.7297, 0.7755], [0.8225, -0.6904, 0.4546], [-0.0927, -1.0906, -0.4595], [0.4919, -2.5806, -1.0184], [-0.9280, 2.7712, 0.6365], [-2.3275, -0.3213, -1.8032], [0.9299, 1.0355, 1.7362], [1.8218, -0.8073, 0.3004]], "homo_lumo_gap_ev": 6.8848, "total_charge": -1, "total_energy_ha": -1436.14906, "max_force_ha_per_bohr": 0.0962, "de_lowest_kj_mol": 208.72}